1.
Entry from OMol25: a 2-piece molecular cluster, C7H9NO3S overall in a non-equilibrium geometry (ωB97M-V with the def2-TZVPD basis set).

For the total energy, the calculation gives -950.6371 Eh. As for the net charge: 0. The largest force on an atom is 5.7 eV Å⁻¹.

Element x y z (Å)
C1 1.509 0.629 -0.149
N1 -0.923 1.656 1.341
S1 -0.023 -2.114 0.621
H1 3.175 -0.765 0.349
C2 -1.805 -2.492 0.522
O1 0.496 -2.527 -0.722
H2 4.489 0.991 -1.113
H3 -1.251 2.326 2.115
H4 -2.535 -2.612 1.362
C3 2.763 0.177 -0.160
C4 -0.299 -0.353 0.278
H5 -2.249 -1.780 -0.215
C5 3.517 1.085 -0.945
O2 1.323 1.602 -1.040
H6 2.725 2.701 -2.141
C6 2.552 1.937 -1.477
H7 -1.882 -3.354 -0.113
O3 -0.840 -0.163 2.572
C7 -0.706 0.390 1.486
H8 -0.879 2.048 0.400
H9 -0.767 -0.017 -0.706

Cartesian forces, eV/Å:
C -4.199 -3.477 0.550
N -1.395 5.342 -0.162
S -0.215 0.806 -1.701
H -0.897 1.779 -0.736
C -1.856 0.600 -0.924
O -0.046 -0.628 0.711
H 3.933 0.106 -0.871
H 0.830 -2.033 -1.634
H 1.364 0.343 -0.223
C 1.660 -2.303 1.869
C 3.487 2.784 -1.375
H 0.296 0.045 0.807
C -5.619 0.930 -0.089
O -0.290 1.122 0.084
H -0.388 1.754 -1.311
C 2.458 -2.335 1.299
H 0.489 -1.033 0.104
O 0.182 -0.608 -0.087
C -0.292 -2.050 1.742
H 0.086 0.004 0.651
H 0.411 -1.149 1.298

Atomic partial charges in e from the natural (NBO) method, atoms 1 to 5:
1 C 0.34
2 N -0.79
3 S 1.31
4 H 0.25
5 C -0.86

***

2.
Entry from OMol25: the molecule C7H9NOS in a non-equilibrium geometry (ωB97M-V with the def2-TZVPD basis set).

The SMILES is CC1=NS[C@@]2(C[C@H]2C)C1=O. For the total energy, the calculation gives -800.2058 Eh. As for the net charge: 0. The largest force on an atom is 3.8 eV Å⁻¹.

Element x y z (Å)
N1 -1.475 -0.763 -1.692
H1 -0.725 1.398 -3.699
H2 -0.568 0.752 2.721
H3 0.911 1.182 1.843
C1 -1.271 1.418 -2.815
C2 0.349 -0.939 1.785
H4 -2.320 1.413 -3.082
C3 1.375 -1.594 0.922
C4 0.149 -1.010 0.253
H5 -1.021 2.524 -2.355
H6 -0.166 -1.614 2.347
C5 -0.795 0.325 -1.851
S1 -1.178 -1.833 -0.528
C6 0.454 0.364 2.479
H7 2.381 -1.032 0.847
H8 0.973 0.399 3.454
O1 1.178 1.275 -0.795
C7 0.299 0.480 -0.902
H9 1.451 -2.745 1.067

Cartesian forces, eV/Å:
N -0.508 1.181 -1.282
H 1.097 -0.134 -1.660
H 0.592 -0.397 -0.289
H -0.314 -1.035 0.581
C 0.796 2.523 2.732
C 0.943 1.299 -1.967
H -0.177 -0.436 0.384
C 1.759 -0.641 0.281
C 0.710 2.308 -0.885
H -0.621 -2.806 -0.898
H -1.802 -1.936 1.189
C -1.528 -0.251 0.075
S 0.296 -0.935 0.638
C -0.099 2.706 0.031
H -1.708 -1.034 -0.305
H 0.062 -0.531 -0.490
O -0.426 -0.169 -0.127
C 0.953 -1.898 2.561
H -0.024 2.186 -0.569

Atomic partial charges in e from the natural (NBO) method, atoms 1 to 5:
1 N -0.51
2 H 0.23
3 H 0.22
4 H 0.23
5 C -0.63

***

Result set for energy above the lowest of the compared OMol25 structures with the same formula, charge and spin: 99.8; 49.2 kcal/mol, one per record in the order listed.